# C36H50N8O10P2RbS

A molecular structure, C36H50N8O10P2RbS (ωB97M-V with the def2-TZVPD basis set, the Open Molecules 2025 dataset).

```
108
Properties=species:S:1:pos:R:3:mulliken_charge:R:1
Rb 0.978 -0.378 0.451 0.616
C 1.937 -3.385 -2.393 -1.331
N 1.953 -3.535 -0.949 -0.167
C 3.262 -3.270 -0.352 0.082
C 3.179 -3.384 1.132 -0.425
N 2.308 -2.763 1.871 0.205
C 2.600 -3.141 3.175 -0.047
C 1.991 -2.780 4.372 0.072
C 2.504 -3.295 5.547 -0.662
C 3.610 -4.156 5.543 -0.415
C 4.230 -4.528 4.363 -1.226
C 3.703 -4.007 3.188 0.147
N 4.048 -4.151 1.860 -0.022
C 2.371 -2.029 -2.881 0.370
N 2.372 -0.964 -2.145 0.484
C 2.843 0.059 -2.958 0.193
C 3.087 1.396 -2.657 -0.025
C 3.575 2.195 -3.674 -1.045
C 3.819 1.687 -4.958 -0.394
C 3.595 0.357 -5.267 -1.172
C 3.109 -0.444 -4.240 0.433
N 2.804 -1.792 -4.162 -0.017
H 0.916 -3.570 -2.737 0.312
H 2.574 -4.156 -2.841 0.504
H 1.279 -2.882 -0.558 -0.154
H 3.647 -2.271 -0.590 0.156
H 3.972 -4.009 -0.738 0.436
H 1.138 -2.117 4.370 0.434
H 2.041 -3.028 6.489 0.498
H 3.987 -4.539 6.483 0.361
H 5.086 -5.191 4.361 0.372
H 4.809 -4.686 1.482 0.212
H 2.904 1.777 -1.662 0.267
H 3.785 3.237 -3.471 0.466
H 4.204 2.349 -5.724 0.378
H 3.798 -0.034 -6.256 0.390
H 2.876 -2.473 -4.896 0.173
C 2.503 1.939 4.232 -0.852
C 1.328 1.039 4.356 0.106
N 0.580 0.610 3.363 0.189
C -0.394 -0.176 3.921 0.080
C -0.235 -0.214 5.289 -0.044
N 0.863 0.569 5.538 0.093
C -0.870 -0.927 6.421 0.540
O -1.890 -1.691 6.142 -0.628
O -0.450 -0.738 7.552 -0.710
C -1.412 -0.895 3.075 0.192
O -2.207 -1.673 3.683 -0.958
O -1.383 -0.678 1.856 0.333
H 2.922 1.863 3.231 -0.275
H 3.277 1.678 4.955 0.462
H 2.217 2.980 4.398 0.249
H 1.239 0.703 6.463 0.229
H -2.054 -1.729 5.092 0.460
C -1.704 5.002 -3.028 -1.156
C -2.088 3.536 -3.075 1.133
C -2.291 3.042 -4.496 -1.514
O -1.037 2.727 -2.530 -0.044
P -0.831 2.327 -1.010 0.071
O 0.527 1.839 -0.800 -0.401
C -2.127 1.151 -0.563 -0.183
P -2.253 -0.395 -1.469 -0.335
O -0.962 -1.021 -1.773 -0.327
O -3.110 -0.057 -2.785 -0.098
C -4.557 -0.138 -2.795 1.117
C -5.126 1.147 -3.360 -1.429
C -4.943 -1.347 -3.625 -1.513
O -3.241 -1.233 -0.565 -0.116
C -3.284 -2.690 -0.608 0.895
C -4.687 -3.066 -0.178 -1.659
C -2.224 -3.282 0.295 -1.131
O -1.248 3.574 -0.124 -0.326
C -0.232 4.428 0.503 0.818
C -0.966 5.683 0.925 -1.492
C 0.417 3.734 1.682 -1.146
H -2.491 5.603 -3.486 0.448
H -0.779 5.156 -3.585 0.294
H -1.564 5.336 -2.002 -0.014
H -2.998 3.373 -2.489 0.072
H -1.398 3.265 -5.082 0.403
H -3.148 3.537 -4.956 0.395
H -2.450 1.965 -4.497 0.193
H -3.091 1.671 -0.606 0.528
H -1.966 0.884 0.488 0.248
H -4.907 -0.279 -1.771 0.209
H -4.815 1.281 -4.396 0.315
H -4.786 2.003 -2.782 0.266
H -6.216 1.120 -3.322 0.426
H -4.551 -1.241 -4.638 0.364
H -6.029 -1.442 -3.677 0.379
H -4.535 -2.258 -3.189 0.256
H -3.107 -2.997 -1.644 0.326
H -4.858 -2.711 0.839 0.321
H -4.805 -4.150 -0.192 0.416
H -5.434 -2.623 -0.838 0.346
H -2.358 -2.936 1.319 0.034
H -1.232 -2.985 -0.040 0.043
H -2.292 -4.372 0.261 0.568
H 0.515 4.656 -0.262 0.253
H -1.725 5.430 1.667 0.329
H -1.454 6.180 0.085 0.341
H -0.260 6.381 1.376 0.391
H -0.335 3.468 2.428 0.329
H 1.145 4.413 2.129 0.456
H 0.956 2.839 1.383 -0.018
S 4.342 3.354 0.948 -0.539
C 3.969 1.746 0.909 0.269
N 3.695 0.611 0.861 -0.735
```

Results
ΔE to the lowest compared entry with this formula, charge and spin ... 10.7 kcal per mole
Calculated total energy ... -3697.77159 hartree
Charge ... -1
Maximum force ... 0.016 hartree/bohr
2S+1 ... 1